No. 1
{
  "formula": "C2H9N2O",
  "method": "ωB97M-V with the def2-TZVPD basis set",
  "homo_ev": -2.95,
  "charge": -1,
  "lumo_ha": 0.1703,
  "homo_lumo_gap_ev": 7.59,
  "symbols": ["N", "C", "N", "H", "H", "H", "H", "H", "H", "C", "O", "H", "H", "H"],
  "coordinates": [[0.823, -1.355, 0.573], [1.517, -0.244, 1.204], [0.710, 0.947, 1.491], [0.158, -1.737, 1.242], [0.214, -0.896, -0.142], [1.995, -0.595, 2.122], [2.307, 0.068, 0.523], [0.105, 1.080, 0.670], [0.087, 0.740, 2.265], [-1.586, 0.399, -1.996], [-0.794, 0.306, -0.893], [-1.157, -0.101, -2.892], [-2.597, -0.058, -1.859], [-1.783, 1.447, -2.307]],
  "lowdin_charge": [-0.043, -0.416, -0.031, 0.034, 0.005, 0.078, 0.081, 0.012, 0.032, -0.425, -0.423, 0.034, 0.032, 0.030]
}

=====

No. 2
{
  "formula": "C2H9N2O",
  "method": "ωB97M-V with the def2-TZVPD basis set",
  "spin_multiplicity": 2,
  "homo_ev": [-4.02, -8.22],
  "charge": 0,
  "lumo_ha": [0.0229, 0.0220],
  "homo_lumo_gap_ev": [4.64, 8.82],
  "symbols": ["C", "N", "C", "N", "H", "H", "H", "H", "H", "H", "H", "H", "H", "O"],
  "coordinates": [[-1.258, -2.040, 0.067], [-0.001, 1.434, 0.691], [-0.876, 0.353, 0.603], [-0.491, -0.809, -0.026], [-1.963, -2.151, -0.764], [-0.549, -2.852, 0.104], [-1.878, -1.960, 0.963], [0.840, 1.400, 0.127], [-0.392, 2.298, 1.002], [-1.792, 0.335, 1.164], [0.350, -0.875, -0.567], [2.367, 1.644, -1.839], [3.216, 1.840, -0.607], [2.427, 1.382, -0.916]],
  "lowdin_charge": [-0.119, 0.024, -0.300, -0.128, 0.067, 0.070, 0.071, 0.019, 0.063, 0.074, 0.103, 0.053, 0.055, -0.052]
}

=====

No. 3
{
  "formula": "C2H9N2O",
  "method": "ωB97M-V with the def2-TZVPD basis set",
  "spin_multiplicity": 2,
  "homo_ev": [-9.23, -9.19],
  "charge": 0,
  "lumo_ha": [0.0326, -0.0427],
  "homo_lumo_gap_ev": [10.12, 8.03],
  "symbols": ["C", "O", "C", "N", "H", "H", "H", "H", "H", "H", "N", "H", "H", "H"],
  "coordinates": [[0.340, 1.520, 0.644], [-0.143, 2.536, 1.400], [0.574, 0.217, 1.413], [1.006, -0.805, 0.472], [-0.272, 1.348, -0.253], [1.325, 1.853, 0.265], [1.364, 0.386, 2.141], [-0.344, -0.029, 1.964], [1.334, -1.618, 0.981], [0.226, -1.110, -0.103], [-1.180, -1.113, -2.018], [-1.608, -0.196, -1.995], [-0.691, -1.198, -2.899], [-1.931, -1.791, -2.012]],
  "lowdin_charge": [-0.339, 0.020, -0.288, -0.014, 0.109, 0.146, 0.109, 0.109, 0.062, 0.020, 0.020, 0.012, 0.018, 0.015]
}

=====

The records above give, respectively, DFT total energy values of -7247.4301, -7245.4902, -7245.4539 eV.
The records above give, respectively, energy relative to the best compared isomer or geometry (same formula, charge and spin) values of 4.0, 4.8, 5.6 kcal/mol.